[1]
The following is a DFT calculation (ωB97M-V/def2-TZVPD) of 5 unconnected molecules or ions with the total composition C33H38INO10 at a distorted geometry.

XYZ file:
```
83
Properties=species:S:1:pos:R:3:mulliken_charge:R:1
H 1.2653 0.1636 2.6688 0.45
C 7.3169 0.8186 -1.4111 -0.51
C -2.9208 -3.1545 1.9661 -0.59
H 1.6921 -7.0944 -0.6483 0.36
I -4.7950 -1.0086 3.1923 -0.05
C 2.3206 -2.4518 1.2832 0.30
C 0.6558 -7.1947 -0.3315 -0.61
H -6.0031 3.8966 2.5103 0.39
C 0.0552 7.3759 -1.0692 0.41
H -4.3315 1.7080 -0.7181 0.40
H -2.3821 -0.2124 -3.4528 0.51
C -2.3554 -1.9981 -2.2221 -0.71
C -1.5016 -6.2245 -0.4132 0.57
C -0.7897 5.2676 -1.3634 0.20
C -2.2584 -0.6471 -2.4656 -0.79
C 0.3391 -6.4151 0.9345 0.07
H 3.2013 0.7072 0.8224 0.17
H -4.3302 -1.9788 0.7188 0.40
H 5.2751 2.4557 0.6101 0.32
H -2.8911 -4.1569 1.5240 0.00
C -1.8576 1.6600 -1.3044 -0.46
C -2.9139 2.5405 0.7099 0.12
H 0.5599 -6.9808 1.8368 0.32
C -1.5045 0.7543 0.8015 0.37
H -6.2447 2.5871 0.4295 0.39
C -4.2603 -2.4671 1.6918 -1.17
O 5.3632 0.5200 -0.1247 -0.20
C -5.1268 3.5316 1.9832 -0.47
H 7.6093 2.1541 0.2515 0.28
H -2.5701 -2.6886 -3.0344 0.46
C -1.7909 -0.3981 -0.1365 0.29
C -3.8747 3.7855 2.5082 -0.72
H 4.3210 -1.8188 0.7895 0.37
C 3.0015 -0.1910 1.3968 -0.23
C 0.5795 6.8920 -2.4078 -0.36
C 6.3441 -0.1569 -0.7813 0.45
C -5.2614 2.8033 0.8360 -0.87
C -1.8705 -1.7475 0.1105 0.29
C -1.6854 -2.3452 1.4799 -0.36
H -3.7493 4.3570 3.4203 0.44
C -1.9916 0.1636 -1.3933 0.66
H 7.0929 0.9007 -2.4757 0.27
C -4.1570 2.3001 0.1751 0.02
H 0.8748 -0.0268 0.9564 -0.18
C -2.7773 3.2871 1.8506 -0.18
O 2.3412 -3.6499 1.2113 -0.66
H 7.2112 3.0138 -1.2346 0.33
C 1.5323 -0.3584 1.7543 -0.26
H 0.0239 -5.7292 -1.8205 0.26
H 0.8653 -5.4602 0.9805 -0.08
O -2.6250 -5.9615 -0.7442 -0.63
H 4.8807 2.2694 -1.1098 0.30
H 3.0714 -1.4038 -0.4165 0.23
H -2.8236 -3.2394 3.0534 0.66
C -2.1767 -2.5538 -0.9779 -0.18
O 0.3221 8.4089 -0.5293 -0.59
O -1.0798 -6.1550 0.8669 -0.33
C -0.3832 5.7575 -2.7426 -0.55
N -1.7009 1.9973 0.0789 0.47
C -0.3552 -6.6221 -1.3200 -0.44
C 3.2980 -1.4860 0.6478 -0.17
H 0.4534 -8.2563 -0.1756 0.29
H 8.3423 0.4917 -1.2641 0.30
O -1.1500 0.6633 1.9522 -0.63
O 1.3525 -1.7739 1.9381 -0.34
C 5.5438 1.9363 -0.3078 -0.47
H -1.2540 6.1576 -3.2651 0.32
H -0.8499 -3.0525 1.4145 -0.12
H -0.6778 -7.3584 -2.0512 0.33
H 3.6023 -0.1479 2.3078 0.23
H -1.4134 -1.6260 2.2489 0.46
H -0.0922 4.5292 -0.9613 0.08
H 0.5479 7.6883 -3.1464 0.30
C 7.0120 2.1106 -0.6608 -0.55
H -1.7858 3.4888 2.2429 0.42
H 1.6024 6.5354 -2.2767 0.23
H -1.7896 4.8448 -1.3553 0.02
H -2.2682 -3.6163 -0.7868 0.64
O -1.8638 2.4320 -2.2354 -0.62
O 6.3757 -1.3484 -0.8552 -0.54
H 0.0503 4.9766 -3.3646 0.31
O -0.7538 6.4374 -0.5227 -0.36
H -5.0584 -3.2123 1.7225 0.56
```

Output
Multiplicity   1
Total charge   0
LUMO   -0.46 eV
Energy   -64904.834 eV
Frontier orbital gap   8.6897 eV
SMILES   O=C1c2cccc(CCCI)c2C(=O)N1c1ccccc1.O=C1CCCO1.O=C1CCCO1.O=C1CCCO1.O=C1CCCO1

---

[2]
The following is a DFT calculation (ωB97M-V/def2-TZVPD) of a molecular structure, C33H39BCdO4SSi2.

XYZ file:
```
81
Properties=species:S:1:pos:R:3:mulliken_charge:R:1
H 2.9685 -0.7704 0.7855 0.27
C -3.4552 2.3999 -0.0955 -0.90
H 0.1889 4.4330 4.0654 0.47
C -3.2657 -6.0623 -5.9959 0.64
C 3.2101 0.3435 -2.7248 0.49
O -2.4916 -6.8905 -6.4190 -0.64
H 0.5781 -3.0167 6.2972 0.35
C 4.0479 -0.5142 -3.4052 -0.92
C -1.4221 3.5953 2.8996 0.87
S -1.6525 -1.3142 -2.6792 -0.25
H -2.9402 1.7055 -2.9447 0.20
C 0.9151 -2.2722 5.5828 -0.77
H -0.3559 -3.5039 1.9899 0.43
H -3.6007 2.2057 2.0206 0.31
C 5.1929 1.4345 -4.2847 -0.39
H -0.0633 5.2703 2.5356 0.40
C 4.3352 2.2998 -3.6044 -1.06
H -4.2351 -2.3366 -3.3570 0.35
C 5.0497 0.0568 -4.1898 -0.49
H 3.3849 -0.0375 5.0843 0.23
H -0.7085 1.5802 3.2697 -0.13
H -4.3750 1.8542 -0.2758 0.32
H 4.1571 -0.8176 2.0924 0.53
C 1.7507 -0.3312 3.7141 0.71
H -2.8197 3.4387 -3.2690 0.37
H -0.8437 -5.3388 -5.3060 0.38
C -2.2877 -1.0111 2.6106 -1.35
H 0.7141 3.6659 2.5622 0.13
C -1.5756 -4.6656 -4.8769 -0.43
H -5.0795 -5.4544 -6.0124 0.28
H -1.1542 -2.9789 0.4951 0.32
C 3.7211 1.9979 3.5198 -1.56
C -0.0633 4.2881 3.0128 -1.77
H 2.6723 -1.7343 6.6991 0.36
H -2.5956 -2.0348 2.8400 0.50
C -1.8405 3.3137 1.4646 0.41
H -4.3319 2.7440 -2.6408 0.40
C 0.5834 -1.0868 3.4719 -0.31
H 4.0380 2.8920 2.9745 0.32
C -1.1831 -3.5933 -4.1191 -0.56
H -1.0343 2.5193 4.7384 0.51
H -0.2125 4.3498 0.5080 0.12
C -2.7493 2.8963 -1.1899 0.97
C 0.1919 -2.0343 4.4238 -0.32
C -0.3337 -2.7634 1.1855 -1.26
C -2.1258 -2.6857 -3.5637 -0.09
O -4.5849 -6.1998 -6.3664 -0.50
C -3.4941 -2.9892 -3.8005 -1.02
H 3.3008 2.3356 4.4729 0.36
H -3.0071 -0.6061 1.8923 0.29
C 2.4720 -0.5919 4.8860 -0.37
H 0.5993 -2.8994 0.6328 0.23
C -1.1213 3.7798 0.3681 -0.30
H -0.7137 -2.6104 4.2534 0.24
Cd 0.5356 0.9072 0.4562 1.61
H -0.9789 3.9566 -1.7587 0.23
H 3.9261 -1.5862 -3.3237 0.47
O 2.1832 0.0685 -1.8902 -0.37
O 2.3992 2.3292 -2.0673 -0.31
C -3.0107 2.5993 1.2006 -0.27
Si -0.5030 -0.9713 1.8635 0.14
H -2.1794 4.2632 3.3310 0.35
B 1.6351 1.3056 -1.4412 -0.15
H 4.6212 1.4140 3.7375 0.39
H 5.7309 -0.5887 -4.7308 0.35
C -2.9337 -4.9321 -5.1431 0.73
C 2.0772 -1.5482 5.8101 -0.60
H -2.3752 1.8452 3.8035 0.38
H 4.2724 0.4220 0.8303 0.33
H 4.4416 3.3749 -3.6731 0.43
H -2.3589 -0.4223 3.5287 0.41
H -4.9459 -4.2372 -4.6779 0.11
Si 2.4013 1.0215 2.4770 0.00
C 3.5734 -0.1474 1.4528 -1.39
C -1.3883 2.3032 3.7279 -1.32
C -1.5595 3.5617 -0.9329 -0.69
H -0.1338 -3.4051 -3.9324 0.41
C 3.3481 1.7296 -2.8307 0.89
C -3.2427 2.6949 -2.5914 -1.45
C -3.8775 -4.0638 -4.5610 -0.43
H 5.9872 1.8512 -4.8927 0.35
```

Output
Multiplicity   1
Total charge   -2
LUMO   4.36 eV
Energy   -74879.615 eV
ΔE to the lowest compared entry with this formula, charge and spin   0.378 eV
Frontier orbital gap   5.8127 eV

---

[3]
The following is a DFT calculation (ωB97M-V/def2-TZVPD) of a molecular structure, C33H39BF5N6NiS3.

XYZ file:
```
88
Properties=species:S:1:pos:R:3:mulliken_charge:R:1
C 1.5094 -4.2783 -1.7434 0.68
C -0.9935 -2.6050 -0.1728 0.63
H 1.8398 5.5926 -1.2511 0.42
C 3.0116 -0.0985 0.5061 0.86
B 0.7654 -1.1105 0.6592 0.43
H -0.0310 2.5180 -2.0974 0.00
C 0.7043 3.3155 -2.1497 -1.63
H -0.8322 2.9543 3.7227 0.44
F 2.5454 -0.8500 -2.0746 -0.44
N -0.5876 -0.0182 2.2704 -0.77
N 1.6954 0.0891 0.3017 0.52
H 0.6369 -3.2202 5.5721 0.42
H -2.9145 0.7586 1.4967 0.12
C 5.3645 0.8149 0.6226 -1.96
H -2.6591 2.2485 -3.2400 0.40
H -2.0597 1.7630 5.6140 0.45
C -1.6230 2.6227 3.0462 -1.48
H 0.2134 4.2221 -2.5078 0.46
H -3.5798 -4.3915 -1.5193 0.43
H -3.1415 -4.4051 0.1973 0.34
H -3.6001 2.1481 4.8639 0.42
H -3.5240 1.2679 -2.0529 0.39
H -3.2007 0.4167 -4.9444 0.43
H 3.1407 4.4642 -1.5941 0.46
H 1.9552 -2.0720 5.7240 0.40
H -3.2228 0.4741 5.2473 0.49
H -2.4062 3.3822 3.0434 0.48
C -1.0931 0.2333 3.4460 -0.31
H 0.6047 4.1227 1.2156 0.42
H -1.2072 2.5481 2.0446 0.05
C -2.7573 -4.2808 -0.8163 -1.73
H -0.2321 4.9216 -0.1219 0.49
F 1.5239 -3.9715 -5.3397 -0.32
H -1.8768 1.8007 -1.7145 -0.02
F 1.3408 -5.3097 -0.8943 -0.44
F 2.3008 -1.4830 -4.5706 -0.38
C -2.0988 -2.9502 -0.9770 0.03
C 1.3909 -4.6219 -3.0808 0.24
C 0.8690 -2.1579 5.6677 -2.00
Ni 1.8093 -2.8360 0.6600 -0.71
N 1.1559 1.2528 -0.0990 -0.28
H 5.7690 0.0425 -0.0338 0.42
H -4.1059 1.5876 2.5091 0.45
C 2.0310 -2.4119 -3.6551 0.00
H -0.4400 -0.3876 -4.5697 0.36
H 3.9870 3.0291 -0.1843 0.60
C 1.3195 3.5691 -0.7725 2.52
H -2.0321 -5.0800 -0.9823 0.39
C 2.3437 4.6978 -0.8857 -2.46
N 0.3436 -0.9828 2.1549 0.61
H 0.1247 0.6577 -3.2655 0.07
C 0.8071 -1.7233 3.1779 0.91
C -2.4380 -2.0445 -1.9402 -0.59
H -3.7369 -0.1151 2.7996 0.40
C 3.9052 0.9969 0.3716 0.20
S 3.5902 -1.6434 0.9520 -0.32
C 2.1390 -2.1117 -2.3046 1.17
C -3.0530 -0.3317 -4.1655 -2.29
C -2.0081 0.1827 -3.1755 2.49
C 1.9581 2.2716 -0.2802 -0.13
H -3.2271 -2.2810 -2.6399 0.60
C -0.6133 -0.4431 4.5968 -0.38
H -1.0136 -0.1962 5.5696 0.56
C 0.2164 3.9823 0.2047 -1.42
H 1.4649 3.0298 -2.8797 0.45
H 5.5447 0.4902 1.6488 0.39
H -2.7329 -1.2530 -4.6566 0.48
C 0.3422 -1.4037 4.4924 0.44
C -0.7063 0.4639 -3.9395 -1.40
C -2.2037 1.2765 3.4866 2.45
H 5.9017 1.7449 0.4500 0.40
N -0.4338 -1.3853 -0.2996 1.10
S -0.1994 -3.6690 0.9367 -0.31
C -2.7960 1.4127 4.8881 -2.41
H 2.7922 4.9486 0.0779 0.47
C -2.5454 1.4539 -2.5014 -1.32
N -0.7446 -0.5170 -1.2566 -0.53
S 1.8419 -3.0453 2.9311 -0.29
H -0.8364 1.3316 -4.5879 0.44
H 0.4344 -1.7839 6.5918 0.37
C 1.8360 -3.0009 -1.2786 -0.91
C 1.6371 -3.6723 -4.0533 0.95
F 1.0581 -5.8607 -3.4334 -0.31
H -0.5625 3.2230 0.2349 -0.07
H -4.0232 -0.5013 -3.6944 0.42
C 3.3510 2.1702 -0.0278 -0.46
C -3.3061 0.8459 2.5103 -1.52
C -1.7167 -0.8349 -2.0811 -0.42
```

Output
Multiplicity   1
Total charge   +1
LUMO   -3.64 eV
Energy   -131603.343 eV
ΔE to the lowest compared entry with this formula, charge and spin   0.180 eV
Frontier orbital gap   7.2446 eV